Record 1
ORCA calculation (ωB97M-V/def2-TZVPD) on a 13-piece molecular cluster, C54H145N11O18 overall.

ORCA input file:
```
! wB97M-V def2-TZVPD RIJCOSX def2/J DEFGRID3
* xyz 1 2
C 2.892 8.633 23.841
O 1.535 8.533 24.297
C 1.334 7.449 25.202
C 1.301 6.197 24.376
N 0.919 4.988 25.095
C 0.659 3.800 24.331
C 0.010 2.701 25.118
O 1.001 1.908 25.810
C 1.637 0.849 25.139
H 3.439 8.816 24.767
H 3.031 9.440 23.122
H 3.224 7.758 23.283
H 0.324 7.564 25.595
H 2.005 7.316 26.051
H 2.238 6.061 23.836
H 0.604 6.445 23.576
H 1.354 4.663 25.947
H 1.529 3.510 23.742
H -0.021 4.204 23.581
H -0.382 2.053 24.335
H -0.736 3.054 25.830
H 0.887 0.172 24.731
H 2.395 0.294 25.692
H 2.126 1.272 24.262
C 9.397 4.971 20.357
O 9.950 4.619 21.625
C 9.068 4.233 22.670
C 9.925 3.489 23.727
N 9.139 2.861 24.761
C 10.026 2.636 25.922
C 9.214 1.929 27.045
O 8.134 2.754 27.442
C 7.240 2.061 28.234
H 9.113 4.072 19.810
H 10.013 5.597 19.712
H 8.429 5.455 20.490
H 8.201 3.733 22.238
H 8.643 5.100 23.176
H 10.703 4.191 24.026
H 10.505 2.754 23.169
H 8.486 3.596 24.994
H 10.363 3.614 26.267
H 10.875 2.008 25.654
H 9.882 1.867 27.903
H 9.000 0.904 26.743
H 7.686 1.718 29.168
H 6.793 1.242 27.671
H 6.415 2.721 28.501
C 1.159 5.173 28.615
O 1.776 4.371 27.664
C 3.182 4.435 27.603
C 3.926 3.384 26.707
N 4.306 4.034 25.455
C 4.913 3.069 24.468
C 5.228 3.781 23.117
O 4.030 4.364 22.638
C 4.205 4.951 21.342
H 0.134 4.945 28.322
H 1.302 6.233 28.408
H 1.406 5.003 29.663
H 3.600 4.542 28.604
H 3.531 5.413 27.271
H 3.189 2.596 26.554
H 4.792 2.938 27.195
H 3.496 4.381 24.962
H 4.262 2.227 24.232
H 5.868 2.749 24.884
H 5.705 3.028 22.490
H 5.936 4.585 23.316
H 5.013 5.678 21.260
H 3.291 5.520 21.177
H 4.211 4.224 20.529
C -2.594 5.593 26.367
C -3.288 5.346 25.021
O -4.287 4.274 25.225
O -3.381 6.429 27.182
H -1.630 6.100 26.332
H -2.421 4.651 26.887
H -2.609 5.009 24.237
H -3.767 6.267 24.690
H -4.974 4.804 25.637
H -2.925 6.481 28.026
C 6.998 -1.236 23.196
C 7.388 0.057 23.963
O 7.909 1.040 23.108
O 6.459 -2.195 24.029
H 7.889 -1.583 22.673
H 6.315 -0.954 22.395
H 7.988 -0.231 24.826
H 6.500 0.465 24.447
H 8.379 1.666 23.665
H 5.799 -2.707 23.556
C 3.587 -0.981 22.518
C 3.411 -2.491 22.606
C 2.365 -2.920 21.557
O 1.091 -2.404 21.897
C -0.014 -3.064 21.184
N 4.668 -3.155 22.248
H 4.027 -0.613 21.591
H 4.163 -0.608 23.365
H 2.622 -0.475 22.510
H 3.157 -2.687 23.647
H 2.272 -4.005 21.609
H 2.621 -2.698 20.521
H 0.340 -3.484 20.243
H -0.764 -2.321 20.911
H -0.498 -3.761 21.868
H 4.989 -2.822 21.350
H 4.488 -4.149 22.227
C 6.545 7.600 18.931
C 5.633 8.702 18.336
C 4.369 8.966 19.127
O 3.451 7.929 18.938
C 2.225 8.073 19.729
N 6.457 9.952 18.344
H 7.373 7.246 18.318
H 6.004 6.686 19.179
H 6.951 7.955 19.878
H 5.410 8.466 17.296
H 3.841 9.809 18.682
H 4.573 9.205 20.171
H 1.462 7.389 19.358
H 1.746 9.046 19.623
H 2.408 7.773 20.761
H 6.603 10.190 19.314
H 7.416 9.812 18.059
C 6.775 8.371 30.255
C 6.515 8.225 31.779
C 5.757 6.937 32.146
O 4.546 6.863 31.402
C 3.779 5.697 31.595
N 7.895 8.321 32.348
H 7.425 7.549 29.957
H 7.270 9.318 30.042
H 5.842 8.383 29.692
H 5.936 9.096 32.086
H 5.526 6.831 33.206
H 6.507 6.162 31.988
H 4.199 4.737 31.295
H 2.847 5.838 31.048
H 3.573 5.616 32.663
H 8.209 9.278 32.269
H 7.782 8.261 33.350
C 4.593 1.238 19.686
C 5.969 1.475 19.143
C 6.451 2.922 19.314
O 5.577 3.833 18.658
C 5.740 3.872 17.232
N 6.900 0.621 19.888
H 4.487 1.564 20.721
H 4.284 0.197 19.587
H 3.979 1.903 19.079
H 5.886 1.132 18.112
H 7.467 3.037 18.937
H 6.468 3.233 20.358
H 5.358 2.961 16.771
H 6.712 4.165 16.835
H 4.957 4.521 16.840
H 7.834 0.850 19.578
H 6.821 0.895 20.857
C 8.574 6.063 27.181
C 7.129 5.939 26.614
C 6.686 7.191 25.772
O 6.396 8.260 26.588
C 6.227 9.418 25.860
N 7.311 4.783 25.767
H 9.245 6.499 26.441
H 8.866 5.060 27.493
H 8.563 6.730 28.043
H 6.404 5.781 27.412
H 5.780 6.948 25.215
H 7.455 7.411 25.032
H 5.757 9.383 24.877
H 7.196 9.858 25.621
H 5.655 10.121 26.465
H 6.391 4.521 25.444
H 7.595 4.054 26.405
C 0.492 0.996 30.476
C 0.511 0.913 28.938
C -0.325 -0.303 28.431
O 0.163 -1.538 28.968
C -0.480 -2.676 28.406
N -0.040 2.234 28.507
H 0.970 1.872 30.914
H 0.977 0.163 30.986
H -0.548 0.972 30.801
H 1.550 0.782 28.635
H -0.090 -0.229 27.369
H -1.381 -0.111 28.620
H -1.526 -2.810 28.681
H 0.059 -3.564 28.736
H -0.482 -2.694 27.316
H -0.186 2.145 27.512
H 0.736 2.878 28.547
C 7.714 -2.015 27.428
C 7.665 -1.706 28.968
C 6.230 -1.544 29.535
O 5.656 -0.410 28.878
C 4.413 -0.004 29.490
N 8.453 -2.707 29.619
H 8.705 -2.181 27.006
H 7.304 -1.191 26.845
H 7.075 -2.873 27.221
H 8.130 -0.740 29.164
H 6.430 -1.323 30.583
H 5.590 -2.425 29.583
H 4.497 0.041 30.576
H 3.607 -0.686 29.217
H 4.208 0.982 29.073
H 7.950 -3.581 29.674
H 9.267 -2.849 29.037
C -0.681 8.370 28.966
C -2.037 8.168 29.646
C -2.247 6.873 30.442
O -2.278 5.703 29.592
C -2.795 4.540 30.236
N -2.277 9.281 30.468
H -0.596 7.541 28.264
H 0.140 8.348 29.682
H -0.720 9.237 28.307
H -2.801 8.158 28.868
H -3.146 6.879 31.057
H -1.462 6.709 31.180
H -2.044 4.117 30.904
H -2.981 3.729 29.532
H -3.685 4.748 30.830
H -3.236 9.438 30.742
H -2.126 10.116 29.920
*
```

Its expectation value of S² is 0.754. Its orbital gap (spin up / spin down) is 8.534 / 3.709 eV. As for the HOMO energy (spin up / spin down): -10.43 / -10.43 eV. The molar mass comes out at 1236.81 g mol⁻¹.

=====

Record 2
ORCA calculation (ωB97M-V/def2-TZVPD) on C54H33BiBrN13 as an isolated structure.

ORCA input file:
```
! wB97M-V def2-TZVPD RIJCOSX def2/J DEFGRID3
* xyz 0 1
Bi 1.155 -0.377 0.071
C -2.231 -5.993 3.042
C -2.404 -6.447 1.739
C -2.101 -5.631 0.652
C -1.640 -4.357 0.908
C -1.214 -3.254 -0.005
N -0.885 -2.222 0.682
C -0.863 -2.520 2.119
N -1.394 -1.384 2.914
C -0.038 1.145 2.787
C -0.371 2.324 3.525
C -1.088 2.563 4.703
C -1.209 3.863 5.140
C -0.636 4.931 4.422
C 0.064 4.713 3.254
C 0.207 3.401 2.803
C 0.806 2.829 1.614
N 1.202 3.502 0.532
C 1.322 2.989 -0.684
N 0.989 1.718 -1.116
C 1.076 1.643 -2.443
N 0.710 0.616 -3.274
C 0.210 -0.557 -3.048
N 0.002 -1.271 -1.867
C -0.679 -2.418 -2.137
N -1.186 -3.359 -1.362
C -0.872 -2.512 -3.606
C -1.495 -3.469 -4.382
C -1.539 -3.251 -5.755
C -0.984 -2.101 -6.317
C -0.370 -1.138 -5.525
C -0.321 -1.370 -4.165
C 1.548 2.915 -2.963
C 1.824 3.359 -4.254
C 2.276 4.657 -4.405
C 2.439 5.502 -3.295
C 2.152 5.069 -2.013
C 1.703 3.761 -1.856
N 0.707 1.475 1.718
C -1.466 -3.898 2.218
C -1.751 -4.709 3.296
H -2.467 -6.649 3.871
H -2.777 -7.449 1.572
H -2.221 -5.974 -0.367
H -1.534 1.744 5.253
H -1.755 4.074 6.051
H -0.753 5.940 4.796
H 0.492 5.533 2.691
H -1.930 -4.349 -3.928
H -2.014 -3.979 -6.399
H -1.040 -1.957 -7.389
H 0.051 -0.234 -5.946
H 1.689 2.701 -5.102
H 2.507 5.033 -5.394
H 2.794 6.513 -3.450
H 2.274 5.716 -1.154
H -1.585 -4.377 4.313
C -3.543 1.696 -3.078
C -2.714 2.592 -2.418
C -1.936 2.170 -1.350
C -1.984 0.842 -0.941
C -2.835 -0.050 -1.583
C -3.607 0.376 -2.652
N -1.146 0.388 0.110
C -1.559 0.276 1.305
C -2.798 0.838 1.804
C -3.410 0.664 3.000
C -3.235 -0.355 3.990
C -2.408 -1.408 3.807
C -0.573 -0.264 2.418
N 0.707 -0.944 2.149
N 0.545 -2.337 2.480
C 1.467 -3.194 1.864
C 1.614 -4.500 2.343
C 2.510 -5.332 1.713
C 3.268 -4.849 0.647
C 3.078 -3.541 0.264
N 2.186 -2.734 0.849
H -4.140 2.026 -3.919
H -2.667 3.626 -2.735
H -1.290 2.867 -0.831
H -2.880 -1.076 -1.237
H -4.258 -0.328 -3.156
H -3.231 1.579 1.143
H -4.242 1.335 3.187
H -3.931 -0.387 4.816
H -2.552 -2.336 4.347
H 1.040 -4.826 3.197
H 2.639 -6.350 2.059
H 3.991 -5.471 0.139
H 3.648 -3.107 -0.550
Br 5.448 5.450 0.459
C 4.835 3.666 0.389
C 4.824 2.990 -0.817
C 4.324 1.700 -0.819
N 3.858 1.084 0.268
C 3.898 1.753 1.420
C 4.379 3.048 1.537
H 5.163 3.456 -1.732
H 4.265 1.144 -1.749
H 3.499 1.238 2.288
H 4.364 3.560 2.488
*
```

Its energy above the lowest of the compared OMol25 structures with the same formula, charge and spin is 0.0 kJ/mol. Its orbital gap (spin up / spin down) is 4.919 / 5.218 eV. As for the HOMO energy (spin up / spin down): -6.04 / -6.36 eV. The molar mass comes out at 1152.83 g mol⁻¹.

=====

Record 3
ORCA calculation (ωB97M-V/def2-TZVPD) on C54H34Cl4F16GeIrN8O3S as an isolated structure.

ORCA input file:
```
! wB97M-V def2-TZVPD RIJCOSX def2/J DEFGRID3
* xyz 0 2
Ir -0.315 0.187 0.745
C 0.767 3.096 -2.558
C 0.027 2.562 -3.613
C -1.011 1.702 -3.344
C -1.334 1.391 -2.010
N -0.554 1.863 -1.001
C 0.445 2.690 -1.269
N -2.493 0.720 -1.769
C -2.956 0.541 -0.577
N -2.237 0.529 0.601
C -3.098 0.734 1.654
N -2.769 1.103 2.843
C -1.516 1.277 3.334
C -1.445 1.899 4.599
C -0.259 1.996 5.275
C 0.876 1.426 4.699
C 0.771 0.889 3.441
N -0.370 0.855 2.724
C -4.463 0.697 1.146
C -5.691 0.871 1.764
C -6.825 0.859 0.971
C -6.738 0.654 -0.408
C -5.513 0.498 -1.032
C -4.373 0.533 -0.244
H 1.551 3.823 -2.712
H 0.280 2.824 -4.633
H -1.626 1.275 -4.123
H 1.033 3.027 -0.422
H -2.377 2.273 4.996
H -0.205 2.486 6.238
H 1.827 1.399 5.210
H 1.647 0.467 2.983
H -5.744 1.026 2.834
H -7.798 1.028 1.415
H -7.648 0.627 -0.993
H -5.435 0.348 -2.100
Cl 4.498 -1.511 -0.519
C 3.527 -1.316 0.972
Cl 2.192 -2.447 0.988
Cl 4.603 -1.675 2.325
C 2.969 0.196 1.158
O 3.738 0.925 1.737
O 1.796 0.464 0.742
F 4.331 -0.693 -6.736
C 4.008 0.573 -6.464
C 4.119 1.053 -5.170
C 3.814 2.392 -4.975
F 3.906 2.900 -3.735
C 3.390 3.224 -5.993
F 3.094 4.502 -5.759
C 3.257 2.701 -7.270
F 2.826 3.472 -8.260
C 3.578 1.375 -7.509
F 3.462 0.886 -8.742
Ge 4.422 0.004 -3.490
S 2.502 -0.075 -2.478
C 5.962 0.979 -2.719
C 7.162 0.992 -3.406
F 7.251 0.306 -4.556
C 8.254 1.711 -2.959
F 9.405 1.703 -3.631
C 8.133 2.469 -1.805
F 9.166 3.183 -1.376
C 6.932 2.508 -1.114
F 6.817 3.273 -0.033
C 5.863 1.762 -1.582
F 4.697 1.833 -0.950
C 4.925 -1.856 -3.951
C 6.102 -2.480 -3.575
F 7.016 -1.804 -2.869
C 6.372 -3.796 -3.905
F 7.543 -4.347 -3.598
C 5.413 -4.537 -4.574
F 5.651 -5.806 -4.878
C 4.207 -3.955 -4.933
F 3.290 -4.671 -5.579
C 3.986 -2.627 -4.623
F 2.829 -2.066 -4.990
C -0.874 -6.462 3.921
C -0.603 -6.801 2.446
C -0.089 -8.251 2.399
C 0.534 -5.920 1.920
C -1.944 -6.685 1.626
O -2.945 -7.457 2.311
C -1.926 -7.320 0.199
C -1.477 -6.619 -1.095
C -0.067 -6.899 -1.554
C 0.718 -5.885 -2.087
C 1.991 -6.143 -2.571
C 2.492 -7.431 -2.508
Cl 4.105 -7.756 -3.048
C 1.715 -8.466 -2.017
C 0.440 -8.195 -1.556
C -2.682 -5.294 1.587
N -2.075 -3.989 1.826
C -1.458 -3.101 1.021
N -1.199 -1.996 1.706
C -1.657 -2.272 2.950
N -2.190 -3.459 3.057
H 0.051 -6.568 4.492
H -1.619 -7.136 4.341
H -1.234 -5.449 4.048
H 0.726 -8.350 3.115
H 0.308 -8.507 1.416
H -0.848 -8.986 2.678
H 1.474 -6.247 2.367
H 0.413 -4.874 2.190
H 0.641 -5.995 0.840
H -2.651 -8.372 2.356
H -2.977 -7.580 0.057
H -1.380 -8.260 0.273
H -1.638 -5.541 -1.053
H -2.130 -6.996 -1.887
H 0.339 -4.870 -2.135
H 2.588 -5.345 -2.988
H 2.102 -9.476 -2.011
H -0.170 -9.017 -1.198
H -3.435 -5.372 2.367
H -3.204 -5.244 0.632
H -1.274 -3.235 -0.032
H -1.612 -1.582 3.777
F -0.333 -0.906 -0.899
*
```

Its energy above the lowest of the compared OMol25 structures with the same formula, charge and spin is 212.0 kJ/mol. Its expectation value of S² is 0.753. Its orbital gap (spin up / spin down) is 6.802 / 5.797 eV. As for the HOMO energy (spin up / spin down): -8.12 / -8.11 eV. The molar mass comes out at 1585.59 g mol⁻¹.